No. 1
Here is a gas-phase ion, C2H4IN2 (charge +1) in a non-equilibrium geometry from OMol25. Energies are from ωB97M-V with the def2-TZVPD basis set.

The total energy is -13210.365 eV. For the largest force on an atom, the calculation gives 6.053 eV Å⁻¹. The multiplicity is 1. The value obtained for the relative energy (zero: lowest compared OMol25 entry of this formula, charge and spin) is 123.5 kJ/mol. The calculation puts the frontier orbital gap at 9.16 eV. As for the total charge: +1. The HOMO energy is -14.90 eV.

```
9
Properties=species:S:1:pos:R:3:forces:R:3
C 0.795 0.712 -1.457 -2.1 -0.7 -4.1
C -1.111 0.690 0.155 3.6 0.0 0.7
N 0.434 0.706 -0.283 -4.3 -0.5 4.2
N -1.340 0.191 1.377 -1.6 2.7 -0.6
I -2.464 1.786 -0.956 0.2 -0.5 0.4
H 1.809 0.653 -1.652 2.2 0.3 0.0
H 0.204 0.649 -2.451 0.2 0.2 1.8
H -0.554 -0.111 2.015 -1.0 0.3 -1.2
H -2.282 0.590 1.842 2.8 -1.8 -1.2
```
Forces are in eV/Å.

For each atom in turn, the Mulliken charge in e is: number 1, C, carries -0.10; number 2, C, carries 0.24; number 3, N, carries -0.37; number 4, N, carries -0.33; number 5, I, carries 0.39; number 6, H, carries 0.29; number 7, H, carries 0.20; number 8, H, carries 0.32; number 9, H, carries 0.35

***

No. 2
Here is a molecular structure, C22H33F6N3O6ReS2Si2 from OMol25. Energies are from ωB97M-V with the def2-TZVPD basis set.

The total energy is -95965.258 eV. For the largest force on an atom, the calculation gives 0.398 eV Å⁻¹. The multiplicity is 3. Its expectation value of S² is 2.04. The value obtained for the relative energy (zero: lowest compared OMol25 entry of this formula, charge and spin) is 0.0 kJ/mol. The calculation puts the frontier orbital gap (alpha / beta) at 4.55 / 6.18 eV. As for the total charge: -1. The HOMO energy (alpha / beta) is -1.94 / -3.58 eV.

```
75
Properties=species:S:1:pos:R:3:forces:R:3
Re -0.333 -0.528 -0.266 -0.1 -0.2 0.0
C 3.529 1.407 2.521 0.0 0.0 0.0
Si 2.526 0.292 1.368 0.0 0.0 0.0
C 3.119 0.754 -0.349 0.0 0.0 0.0
C 3.078 -1.437 1.875 0.0 0.0 0.0
C 0.655 0.442 1.490 0.0 0.0 0.1
C 0.076 -0.608 2.376 0.1 0.0 -0.1
C 0.218 -0.843 3.739 0.0 0.0 0.0
C -0.430 -1.929 4.309 0.0 0.0 0.0
C -1.200 -2.766 3.514 0.0 0.0 0.0
C -1.302 -2.487 2.162 0.0 0.0 0.0
N -0.687 -1.435 1.623 0.0 0.0 0.0
Si -0.025 2.115 1.973 0.0 0.1 0.0
C 0.734 2.823 3.564 0.0 0.0 0.0
C -1.853 2.073 2.422 0.0 0.0 0.0
C 0.272 3.407 0.656 0.0 0.0 0.0
H 4.574 1.086 2.456 0.0 0.0 0.0
H 3.222 1.326 3.565 0.0 0.0 0.0
H 3.488 2.459 2.232 0.0 0.0 0.0
H 4.184 0.525 -0.452 0.0 0.0 0.0
H 3.003 1.832 -0.498 0.0 0.0 0.0
H 2.573 0.240 -1.140 0.0 0.0 0.0
H 4.083 -1.627 1.487 0.0 0.0 0.0
H 2.423 -2.226 1.511 0.0 0.0 0.0
H 3.127 -1.506 2.965 0.0 0.0 0.0
H 0.840 -0.186 4.331 0.0 0.0 0.0
H -0.328 -2.128 5.369 0.0 0.0 0.0
H -1.707 -3.627 3.926 0.0 0.0 0.0
H -1.868 -3.113 1.482 0.0 0.0 0.0
H 0.692 2.119 4.400 0.0 0.0 0.0
H 0.151 3.701 3.858 0.0 0.0 0.0
H 1.768 3.143 3.444 0.0 0.0 0.0
H -2.082 1.257 3.114 0.0 0.0 0.0
H -2.507 1.988 1.559 0.0 0.0 0.0
H -2.089 3.012 2.931 0.0 0.0 0.0
H 1.340 3.571 0.489 0.0 0.0 0.0
H -0.162 4.357 0.982 0.0 0.0 0.0
H -0.192 3.119 -0.288 0.0 0.0 0.0
F -2.982 -4.729 -2.647 0.0 0.0 0.0
C -1.707 -4.714 -2.246 0.0 0.0 0.0
F -1.036 -5.634 -2.936 0.0 0.0 0.0
F -1.673 -5.038 -0.955 0.0 0.0 0.0
S -0.985 -3.023 -2.544 -0.1 0.0 0.2
O -1.354 -2.329 -1.311 0.0 0.0 -0.1
O -1.580 -2.607 -3.770 0.1 0.0 -0.1
N 0.550 -3.254 -2.684 0.0 -0.1 0.1
S 1.459 -3.298 -1.392 0.0 0.0 -0.1
O 1.322 -4.488 -0.606 0.0 0.0 0.1
O 1.540 -2.034 -0.688 -0.1 0.0 0.0
C 3.092 -3.432 -2.221 0.1 0.1 -0.1
F 3.304 -2.417 -3.049 0.0 0.0 0.0
F 4.038 -3.422 -1.277 0.0 0.0 0.0
F 3.182 -4.575 -2.901 0.0 0.0 0.0
O 0.219 -0.076 -2.175 0.4 0.1 0.1
N -0.184 0.983 -2.934 -0.1 0.0 -0.1
C 0.383 2.219 -2.730 0.0 0.0 0.0
C -0.100 3.303 -3.394 0.0 0.0 0.0
C -1.180 3.184 -4.305 0.0 0.0 0.0
C -1.693 1.878 -4.522 0.0 0.0 0.0
C -1.201 0.807 -3.845 0.0 0.0 0.0
H 1.189 2.241 -2.015 0.0 0.0 0.0
H 0.366 4.262 -3.205 0.0 0.0 0.0
H -1.559 4.038 -4.845 0.0 0.0 0.0
H -2.488 1.706 -5.237 0.0 0.0 0.0
H -1.543 -0.211 -3.959 0.0 0.0 0.0
C -3.285 2.150 -1.399 0.0 0.0 0.0
O -2.054 1.650 -0.907 0.0 0.0 0.1
C -1.955 0.421 -0.286 -0.2 0.1 -0.1
C -3.297 -0.141 0.152 0.0 0.0 0.0
H -3.793 1.419 -2.033 0.0 0.0 0.0
H -3.029 3.016 -2.007 0.0 0.0 0.0
H -3.955 2.458 -0.590 0.0 0.0 0.0
H -3.977 0.609 0.564 0.0 0.0 0.0
H -3.147 -0.914 0.903 0.0 0.0 0.0
H -3.795 -0.606 -0.705 0.0 0.0 0.0
```
Forces are in eV/Å.

For each atom in turn, the Mulliken charge in e is: number 1, Re, carries 0.99; number 2, C, carries -1.35; number 3, Si, carries 0.89; number 4, C, carries -0.83; number 5, C, carries -1.17; number 6, C, carries 2.22; number 7, C, carries -2.13; number 8, C, carries -0.36; number 9, C, carries -0.76; number 10, C, carries -1.12; number 11, C, carries -0.30; number 12, N, carries 0.28; number 13, Si, carries 0.45; number 14, C, carries -1.35; number 15, C, carries -0.86; number 16, C, carries -0.60; number 17, H, carries 0.37; number 18, H, carries 0.32; number 19, H, carries 0.28; number 20, H, carries 0.49; number 21, H, carries 0.23; number 22, H, carries 0.07; number 23, H, carries 0.44; number 24, H, carries 0.17; number 25, H, carries 0.28; number 26, H, carries 0.47; number 27, H, carries 0.44; number 28, H, carries 0.44; number 29, H, carries 0.47; number 30, H, carries 0.29; number 31, H, carries 0.39; number 32, H, carries 0.35; number 33, H, carries 0.31; number 34, H, carries -0.01; number 35, H, carries 0.54; number 36, H, carries 0.28; number 37, H, carries 0.43; number 38, H, carries -0.18; number 39, F, carries -0.24; number 40, C, carries 0.50; number 41, F, carries -0.23; number 42, F, carries -0.20; number 43, S, carries 1.06; number 44, O, carries -0.58; number 45, O, carries -0.75; number 46, N, carries -0.63; number 47, S, carries 1.16; number 48, O, carries -0.77; number 49, O, carries -0.72; number 50, C, carries 0.51; number 51, F, carries -0.20; number 52, F, carries -0.21; number 53, F, carries -0.23; number 54, O, carries 0.02; number 55, N, carries -0.20; number 56, C, carries -0.31; number 57, C, carries -0.53; number 58, C, carries -0.72; number 59, C, carries -0.67; number 60, C, carries -0.34; number 61, H, carries 0.32; number 62, H, carries 0.41; number 63, H, carries 0.33; number 64, H, carries 0.41; number 65, H, carries 0.45; number 66, C, carries -1.27; number 67, O, carries 0.58; number 68, C, carries 0.74; number 69, C, carries -1.53; number 70, H, carries 0.36; number 71, H, carries 0.25; number 72, H, carries 0.30; number 73, H, carries 0.50; number 74, H, carries 0.24; number 75, H, carries 0.31

***

Question: Which formula does entry 2 have?
Answer: C22H33F6N3O6ReS2Si2

***

Question: Which formula does entry 1 have?
Answer: C2H4IN2

***

Question: Among the records above, which one has the lowest total energy?
Answer: C22H33F6N3O6ReS2Si2

***

Question: total charge of number 1 (C2H4IN2)?
Answer: +1